[1]
Below is C37H55F9N2PRhSi2 as an isolated structure, with properties calculated with ωB97M-V/def2-TZVPD.

Properties
Expectation value of S²: 0.754
Gap between HOMO and LUMO (alpha / beta), eV: 7.9 / 6.7
Net charge: +1
Relative energy (zero: lowest compared OMol25 entry of this formula, charge and spin), kcal per mole: 30.9
2S+1: 2

Cartesian coordinates (Å):
Rh 0.6853 0.1726 0.4222
C -1.2751 -0.2442 0.7712
Si -2.5387 -1.3712 -0.0344
C -1.7251 -3.1890 -0.1300
N -0.3249 -3.2019 -0.1763
C 0.4677 -3.6470 0.9532
C 1.0072 -5.0731 0.6489
C 1.0279 -5.3389 -0.8574
C 1.4506 -4.0897 -1.6250
C 0.4290 -2.9516 -1.3873
C -3.9053 -1.5987 1.2111
C -5.2526 -1.4627 0.8714
C -6.2460 -1.6010 1.8320
C -5.9088 -1.8802 3.1467
C -4.5748 -2.0297 3.5054
C -3.5872 -1.8869 2.5452
C -3.2807 -0.9449 -1.6823
C -3.9359 0.2897 -1.7706
C -4.5975 0.6715 -2.9261
C -4.6255 -0.1841 -4.0202
C -3.9981 -1.4180 -3.9484
C -3.3367 -1.7943 -2.7860
H -1.1474 -0.7324 1.7497
H -1.8088 0.6855 1.0007
H -2.1562 -3.6427 -1.0262
H -2.0578 -3.7084 0.7670
H -0.1457 -3.6093 1.8507
H 1.3088 -2.9604 1.0555
H 0.4008 -5.8160 1.1657
H 2.0142 -5.1106 1.0588
H 0.0369 -5.6565 -1.1977
H 1.7081 -6.1605 -1.0764
H 1.5049 -4.2765 -2.6967
H 2.4350 -3.7629 -1.2934
H -0.2721 -2.8052 -2.2086
H 0.9768 -2.0098 -1.2326
H -5.5364 -1.2557 -0.1534
H -7.2854 -1.4943 1.5510
H -6.6842 -1.9858 3.8939
H -4.3099 -2.2576 4.5294
H -2.5523 -2.0117 2.8496
H -3.9295 0.9750 -0.9277
H -5.0916 1.6329 -2.9752
H -5.1459 0.1074 -4.9227
H -4.0241 -2.0902 -4.7958
H -2.8593 -2.7676 -2.7696
F 2.8678 -1.1330 0.6645
P 4.1945 -2.0086 1.3383
F 3.0828 -2.6843 2.3290
F 5.3566 -2.8543 1.9855
F 3.8679 -3.1544 0.2462
F 4.3586 -0.8024 2.3906
F 5.1601 -1.2784 0.3133
C 0.7765 4.8892 -1.3210
C 0.3569 3.6323 -0.5352
C 0.6150 3.9613 0.9398
C -1.1698 3.4731 -0.6721
Si 1.2624 2.0246 -1.0954
C 3.1682 2.0679 -1.0363
C 3.6922 2.4064 0.3716
C 3.6487 3.1603 -2.0115
C 3.8805 0.7731 -1.4869
C 0.5825 1.4107 -2.7837
C 0.3385 2.5672 -3.7633
C 1.4927 0.4027 -3.5095
C -0.7431 0.6954 -2.5431
H 0.0888 5.6987 -1.0569
H 0.7429 4.7744 -2.4033
H 1.7750 5.2246 -1.0439
H 0.0351 4.8475 1.2149
H 1.6579 4.1732 1.1718
H 0.2942 3.1506 1.5771
H -1.6538 4.3238 -0.1837
H -1.5381 2.5652 -0.1847
H -1.5153 3.4631 -1.7056
H 3.3796 3.3976 0.7012
H 4.7848 2.4044 0.3620
H 3.3876 1.6684 1.1195
H 3.2729 4.1570 -1.7919
H 3.4080 2.9139 -3.0475
H 4.7407 3.2109 -1.9482
H 3.4101 -0.1470 -1.1526
H 4.8899 0.7674 -1.0755
H 3.9832 0.7380 -2.5691
H 1.2365 3.1527 -3.9659
H -0.4424 3.2499 -3.4334
H 0.0100 2.1378 -4.7159
H 2.3632 0.8789 -3.9585
H 0.9185 -0.0485 -4.3248
H 1.8615 -0.4035 -2.8748
H -1.5150 1.3434 -2.1385
H -0.6292 -0.1375 -1.8386
H -1.1262 0.2651 -3.4745
F 0.3323 2.6468 6.9159
C 1.3030 1.8489 6.4614
F 2.4645 2.5024 6.5681
F 1.3620 0.7728 7.2553
C 1.0610 1.4347 5.0258
C 1.9363 0.5559 4.4186
C 1.7196 0.2076 3.0994
N 0.7014 0.7085 2.3786
C -0.1723 1.5213 2.9966
C -0.0251 1.9104 4.3097
H 2.7851 0.1362 4.9405
H 2.3706 -0.4897 2.6053
H -1.0290 1.8423 2.4269
H -0.7528 2.5698 4.7588



[2]
Below is C37H55FeP2Se4Si as an isolated structure in a non-equilibrium geometry, with properties calculated with ωB97M-V/def2-TZVPD.

Properties
Gap between HOMO and LUMO, eV: 6.1
Net charge: -1

Cartesian coordinates (Å):
Fe 1.3431 -0.2972 0.5283
C 0.7713 -1.4556 3.9760
Si 0.1706 -1.2135 2.1999
C -1.4291 -0.1614 2.3243
C -2.6271 -0.5621 2.9380
C -3.7215 0.2939 3.0047
C -3.6312 1.5778 2.4765
C -2.4513 1.9984 1.8735
C -1.3573 1.1312 1.7850
P 0.2332 1.5430 0.9605
C -0.2022 2.6675 -0.4653
C -0.3986 4.1657 -0.2036
C -0.9175 4.8511 -1.4727
C 0.0418 4.6446 -2.6463
C 0.3271 3.1592 -2.8777
C 0.8248 2.4887 -1.5973
C 1.0528 2.7254 2.1272
C 2.4008 3.2264 1.5439
C 3.4590 3.4515 2.6336
C 2.8207 4.0864 3.8645
C 1.7997 3.1249 4.5047
C 1.2771 2.0861 3.5006
C -0.3493 -2.9716 1.6629
C -0.7153 -3.9973 2.5394
C -0.8927 -5.3035 2.0803
C -0.7050 -5.5928 0.7405
C -0.3763 -4.5780 -0.1583
C -0.2082 -3.2742 0.2987
P 0.0053 -1.7495 -0.7010
C -1.8045 -1.4382 -1.0522
C -2.0664 -0.0120 -1.5559
C -3.4001 0.1141 -2.3103
C -4.4375 -0.8141 -1.6887
C -4.0263 -2.2823 -1.8884
C -2.4972 -2.4552 -1.9620
C 0.6995 -1.9470 -2.4072
C 0.5085 -3.2658 -3.1942
C 1.7424 -4.1563 -3.0720
C 2.9457 -3.4929 -3.7741
C 2.8611 -1.9556 -3.7001
C 2.1799 -1.5355 -2.3985
H -0.0683 -1.6225 4.6628
H 1.3333 -0.5939 4.3473
H 1.4304 -2.3267 4.0173
H -2.7070 -1.5623 3.3537
H -4.6447 -0.0377 3.4671
H -4.4800 2.2492 2.5311
H -2.3938 3.0003 1.4632
H -1.1519 2.2939 -0.8401
H 0.5594 4.6176 0.0667
H -1.0746 4.3526 0.6317
H -1.0712 5.9183 -1.2893
H -1.8969 4.4314 -1.7322
H 0.9853 5.1604 -2.4330
H -0.3675 5.0996 -3.5525
H 1.0579 3.0293 -3.6798
H -0.5962 2.6640 -3.2052
H 1.7788 2.9377 -1.2985
H 1.0286 1.4293 -1.7659
H 0.3703 3.5743 2.2575
H 2.2400 4.1691 1.0142
H 2.7935 2.5205 0.8126
H 4.2594 4.0772 2.2353
H 3.9222 2.5000 2.9025
H 2.3212 5.0129 3.5612
H 3.5815 4.3728 4.5942
H 0.9584 3.6937 4.9109
H 2.2550 2.6004 5.3488
H 0.3565 1.6366 3.8788
H 1.9974 1.2745 3.3849
H -0.8207 -3.7871 3.5994
H -1.1532 -6.0941 2.7749
H -0.8120 -6.6106 0.3831
H -0.2350 -4.8261 -1.1994
H -2.2485 -1.5278 -0.0544
H -1.2493 0.3378 -2.1924
H -2.0860 0.6327 -0.6871
H -3.2662 -0.1451 -3.3661
H -3.7398 1.1532 -2.2877
H -5.4294 -0.6364 -2.1100
H -4.5087 -0.5874 -0.6196
H -4.4780 -2.6750 -2.8038
H -4.4169 -2.8854 -1.0648
H -2.1485 -2.3121 -2.9892
H -2.2359 -3.4760 -1.6794
H 0.1442 -1.1642 -2.9376
H 0.3820 -3.0077 -4.2533
H -0.4056 -3.7774 -2.9128
H 1.5426 -5.1428 -3.5001
H 1.9918 -4.3127 -2.0188
H 3.0025 -3.8124 -4.8186
H 3.8621 -3.8232 -3.2775
H 2.2881 -1.5628 -4.5488
H 3.8567 -1.5130 -3.7530
H 2.2837 -0.4635 -2.2324
H 2.7066 -2.0147 -1.5746
Se 2.7778 -2.2956 1.2909
Se 4.0489 -3.4667 -0.1793
Se 4.7518 0.4772 -0.4849
Se 3.5680 0.0218 1.4146



[3]
Below is C37H55N3O2RbSeSi as an isolated structure in a non-equilibrium geometry, with properties calculated with ωB97M-V/def2-TZVPD.

Properties
Gap between HOMO and LUMO, eV: 5.0
Net charge: -1
Relative energy (zero: lowest compared OMol25 entry of this formula, charge and spin), kcal per mole: 13.8

Cartesian coordinates (Å):
Rb -1.3778 -0.0396 0.6371
C -5.2828 0.4823 1.5269
N -4.5214 -0.6753 1.8012
C -4.9582 -1.8629 1.0427
C -4.1626 -0.8332 3.2174
C -3.0628 -1.8666 3.4537
C -3.3314 -2.8312 4.4424
C -2.5113 -3.9104 4.7061
C -1.4427 -4.1193 3.8642
C -1.1945 -3.1908 2.8348
C -1.8990 -2.0422 2.6850
H -6.4238 0.4049 1.4504
H -4.8944 0.9796 0.6202
H -5.0558 1.3181 2.2428
H -5.7643 -2.4031 1.6011
H -4.1233 -2.5323 0.8716
H -5.4024 -1.6333 0.0078
H -5.0585 -1.0759 3.8237
H -3.7388 0.1186 3.5964
H -4.2739 -2.7750 4.9803
H -2.7008 -4.6352 5.4905
H -0.8183 -4.9957 3.9438
H -0.3568 -3.4374 2.1738
C 1.9142 3.7121 -3.4396
C 2.7252 2.4054 -3.4655
C 1.9183 1.1813 -4.1833
C 0.9477 0.5413 -3.2461
N 1.4622 -0.7379 -2.6768
C 1.7357 -0.9188 -1.3189
Se 1.7258 0.4606 -0.0599
N 1.8653 -2.2588 -1.1373
C 2.1588 -2.9166 0.1182
C 3.6680 -3.0243 0.3163
C 4.4466 -4.0701 -0.5505
C 4.8591 -3.5542 -1.9851
C 1.7384 -2.9461 -2.3572
C 1.6867 -4.3137 -2.5752
C 1.4712 -4.6953 -3.9009
C 1.2929 -3.7231 -4.9228
C 1.2392 -2.3425 -4.6416
C 1.4595 -1.9709 -3.3080
H 2.6511 4.4131 -3.0854
H 1.0841 3.7104 -2.7111
H 1.5978 3.9940 -4.4453
H 2.9785 2.1408 -2.4217
H 3.6997 2.5451 -3.9726
H 2.6450 0.3988 -4.5787
H 1.3771 1.4505 -5.1274
H -0.0582 0.3702 -3.6396
H 0.7516 1.1603 -2.3516
H 1.7023 -3.9327 0.2131
H 1.7392 -2.3095 0.8830
H 3.8979 -3.3502 1.3642
H 4.1298 -1.9700 0.1349
H 3.8218 -5.0082 -0.5333
H 5.3772 -4.3465 0.0084
H 4.5016 -2.5369 -2.2018
H 4.6153 -4.2424 -2.7865
H 5.9290 -3.3655 -1.9960
H 1.8661 -4.9991 -1.7421
H 1.4419 -5.7276 -4.2660
H 1.2804 -4.0601 -5.9361
H 0.9334 -1.6314 -5.4113
C -2.6241 1.1097 -4.7639
Si -2.7133 1.7876 -3.0212
C -1.9002 3.5436 -3.1875
C -4.5877 2.2614 -3.0467
O -1.9943 0.9660 -1.8113
H -3.4186 1.5741 -5.3208
H -2.7850 0.0073 -4.7721
H -1.7284 1.3360 -5.3442
H -2.5748 4.1024 -3.8744
H -0.9751 3.4168 -3.7957
H -1.7546 4.1462 -2.2643
H -4.7225 2.9186 -3.9249
H -4.9200 2.9096 -2.2445
H -5.2624 1.3856 -3.1108
C 4.0045 3.2723 5.2470
C 2.7318 2.9935 4.5273
C 2.3752 3.7381 3.3942
C 1.1226 3.6588 2.7757
C 0.8804 4.5745 1.6328
C 0.1395 2.8169 3.3551
C -1.1941 2.8409 2.7500
O -1.9896 1.8711 2.6482
C 0.5551 1.9646 4.4288
C -0.3086 0.7994 4.8989
C 1.7934 2.1038 5.0046
H 4.7332 2.4068 5.3322
H 3.8406 3.5351 6.2804
H 4.5845 4.0987 4.7804
H 3.0384 4.5359 2.9838
H 1.8023 4.5624 1.0308
H 0.8194 5.5282 2.1122
H 0.0277 4.4401 0.9606
H -1.5192 3.8843 2.3683
H -0.4052 0.7780 5.9721
H 0.2196 -0.1364 4.6570
H -1.3662 0.8339 4.5156
H 2.1537 1.4584 5.7500



[4]
Below is a 6-piece molecular cluster, C37H55N7O5P overall in a non-equilibrium geometry, with properties calculated with ωB97M-V/def2-TZVPD.

Properties
Gap between HOMO and LUMO, eV: 6.1
Net charge: -1

Cartesian coordinates (Å):
C -0.2784 -1.8883 -4.1474
C 0.3816 -0.4811 -3.8467
N 1.6886 -0.6138 -3.1776
C 2.0882 0.6699 -2.5301
C 2.0051 1.9334 -3.4362
O 2.3579 3.1327 -2.7540
C 1.3245 4.0796 -2.8322
C 0.1523 3.7604 -1.8519
C 1.2722 0.6529 -1.1758
O 1.9336 1.4354 -0.2176
P 3.6530 1.0963 -0.3914
O 5.2884 0.5012 -0.5498
C 6.1241 0.9172 0.4932
C 6.2638 -0.2032 1.5916
N 5.3493 -0.0045 2.7191
C 5.7930 -0.7531 3.9015
C 4.7505 -0.6733 5.0503
C 4.5456 -2.0217 5.7996
O 5.1531 0.3081 6.0399
O 3.4308 0.6558 -2.0966
H -1.3013 -1.9056 -3.7115
H 0.3465 -2.7096 -3.7565
H -0.4343 -2.0012 -5.2423
H 0.5267 -0.0066 -4.8489
H -0.3471 0.1426 -3.3014
H 2.3639 -0.7063 -3.9401
H 2.7379 1.7965 -4.2667
H 1.0007 2.0707 -3.8939
H 1.7544 5.0549 -2.5176
H 0.9238 4.2433 -3.8571
H -0.6672 3.1743 -2.3066
H 0.5773 3.1220 -1.0416
H -0.2195 4.6763 -1.3471
H 1.4606 -0.3914 -0.8095
H 0.1635 0.6862 -1.2147
H 3.3557 -0.2399 0.1001
H 3.7543 1.6105 0.9518
H 3.9813 2.4022 -0.9290
H 5.8730 1.9078 0.9265
H 7.1504 1.0199 0.0585
H 6.1320 -1.1858 1.0982
H 7.3131 -0.0953 1.9866
H 5.3277 0.9622 3.0263
H 6.7542 -0.3630 4.3176
H 5.9522 -1.8267 3.6844
H 3.7837 -0.2962 4.6487
H 3.9683 -2.6858 5.1254
H 5.5213 -2.5274 5.9860
H 4.0688 -1.9111 6.7900
H 4.4053 0.4792 6.6071
N -3.1217 2.6942 -0.7103
C -2.6433 2.0896 0.3821
C -3.1781 2.2523 1.6506
C -4.2703 3.0918 1.7988
C -4.7819 3.7323 0.6806
C -4.1746 3.5002 -0.5430
H -1.7866 1.4447 0.2163
H -2.7507 1.7354 2.4994
H -4.7171 3.2456 2.7736
H -5.6326 4.3967 0.7565
H -4.5405 3.9769 -1.4466
N -1.7726 5.0536 -5.1959
C -1.9791 5.4893 -3.9486
C -1.9937 6.8286 -3.5922
C -1.7784 7.7737 -4.5821
C -1.5601 7.3460 -5.8823
C -1.5690 5.9836 -6.1340
H -2.1385 4.7140 -3.2082
H -2.1681 7.1229 -2.5658
H -1.7804 8.8306 -4.3437
H -1.3873 8.0534 -6.6826
H -1.4060 5.6013 -7.1359
N -4.5169 -1.3033 2.9451
C -4.0177 -1.0997 1.7205
C -3.7092 -2.1182 0.8334
C -3.9241 -3.4277 1.2323
C -4.4404 -3.6637 2.4984
C -4.7191 -2.5743 3.3088
H -3.8614 -0.0625 1.4508
H -3.3086 -1.8912 -0.1460
H -3.6913 -4.2528 0.5629
H -4.6226 -4.6715 2.8488
H -5.1266 -2.7104 4.3053
N 1.1410 -2.5843 5.3360
C 0.2368 -1.6399 5.6135
C -1.0188 -1.5774 5.0308
C -1.3597 -2.5473 4.1019
C -0.4383 -3.5361 3.7963
C 0.7891 -3.5099 4.4388
H 0.5500 -0.9004 6.3425
H -1.7108 -0.7892 5.2960
H -2.3309 -2.5323 3.6217
H -0.6665 -4.3096 3.0754
H 1.5414 -4.2639 4.2337
N -3.9202 -5.6921 -1.0324
C -3.4091 -5.4821 -2.2504
C -3.0837 -6.4966 -3.1355
C -3.2955 -7.8068 -2.7377
C -3.8228 -8.0499 -1.4790
C -4.1171 -6.9642 -0.6714
H -3.2580 -4.4416 -2.5157
H -2.6746 -6.2666 -4.1099
H -3.0527 -8.6286 -3.4002
H -4.0015 -9.0590 -1.1326
H -4.5341 -7.1041 0.3204



Q: Which value of net charge does entry 4 give?
A: -1